No. 1
One molecule with the formula C14H19N3O4 at a distorted geometry, computed with the ωB97M-V functional and the def2-TZVPD basis.

Structure (XYZ):
```
40
Properties=species:S:1:pos:R:3:forces:R:3
C 1.3605 0.5200 -2.2060 -1.516 -0.665 5.027
C -0.1272 0.6509 -1.5827 4.040 2.679 1.228
C 1.9965 -0.8239 -1.6546 1.784 -1.398 -2.645
C 2.2721 -0.9067 -0.2083 -0.556 1.320 3.251
C 1.1886 -1.3308 0.6363 -0.543 -1.025 -6.489
C 3.4171 -0.4062 0.4942 -0.079 -0.847 -2.429
C 1.2119 -1.2965 1.9514 -1.128 -1.149 5.713
C 3.5355 -0.5863 1.8439 -2.932 -1.069 1.489
C 2.3809 -1.0152 2.6472 2.866 2.569 0.536
C -1.6722 1.6688 -0.0861 0.518 0.221 1.138
C -1.4800 2.6021 1.0418 -2.704 2.514 0.938
C -2.4222 0.3687 0.4592 0.688 1.339 -1.456
C -3.3967 -0.3809 -0.5205 1.227 -0.470 1.618
C -3.2799 -1.7945 0.1237 -5.626 3.429 -1.028
H 3.0566 1.5522 -2.1625 -0.630 0.463 0.745
H 1.7079 2.5123 -2.0470 0.714 -0.887 0.321
H 1.2519 0.5083 -3.2186 -0.199 -0.253 -2.949
H 2.9808 -1.0298 -2.2634 -1.413 0.828 1.083
H 1.4807 -1.7974 -1.9073 -0.309 1.461 -0.068
H 0.3184 -1.7919 -0.0014 1.316 1.067 1.733
H 4.2881 0.0003 -0.0813 -0.869 -0.459 0.514
H 0.3367 -1.6516 2.6146 1.169 0.705 -1.448
H 4.4797 -0.4805 2.2922 0.943 0.586 0.747
H 2.5069 -0.7786 3.8161 -0.676 -1.269 -2.783
H 0.4246 2.2405 -0.4339 0.719 0.588 0.941
H -2.2071 2.1933 -0.8150 -1.966 0.520 -0.640
H -2.9684 0.6564 1.3625 -0.164 0.183 -0.293
H -1.6743 -0.3002 0.8241 0.761 -0.482 0.092
H -4.3882 -0.0004 -0.3035 -0.200 -0.207 -0.420
H -3.1381 -0.4324 -1.6022 -0.104 0.485 1.069
H -2.4704 -3.5224 0.0956 0.532 1.448 -1.497
H -1.8922 -2.3595 -1.2315 -0.129 -0.207 0.755
H -0.6006 2.9222 2.6513 -0.016 -0.348 -0.610
N 2.1400 1.6333 -1.6744 0.641 0.868 -1.715
N -0.3581 1.7043 -0.6915 0.295 -4.148 -2.732
N -2.4314 -2.5792 -0.3924 3.692 -4.631 -0.644
O -0.9435 -0.1693 -1.7796 -2.224 -2.487 -1.273
O -2.1679 3.5981 1.2215 0.502 -0.742 -0.340
O -4.1623 -2.1748 0.8779 0.327 -0.041 1.343
O -0.5549 2.2775 1.9105 1.249 -0.490 1.177
```
Forces are in eV/Å.

The spin multiplicity is 1. Its strongest force on any atom is 6.67 eV Å⁻¹. The HOMO-LUMO gap comes out at 9.38 eV. The value obtained for the energy above the lowest of the compared OMol25 structures with the same formula, charge and spin is 3.559 eV. The value obtained for the LUMO energy is 0.438 eV. The value obtained for the HOMO energy is -0.3288 Ha.


No. 2
One molecule with the formula C14H19N3O6S at a distorted geometry, computed with the ωB97M-V functional and the def2-TZVPD basis.

Structure (XYZ):
```
43
Properties=species:S:1:pos:R:3:forces:R:3
C -3.2595 2.9818 -1.1394 0.338 0.092 -0.107
C -2.2957 3.9513 -1.8067 -0.555 0.039 -0.099
H -2.3007 4.9235 -1.3081 0.005 -0.107 -0.106
H -2.5508 4.0744 -2.8648 0.065 0.064 0.169
O -0.9398 3.5126 -1.7055 0.309 -0.153 0.135
C -0.6034 2.4776 -2.4978 0.160 0.386 -0.345
O -1.3366 1.9638 -3.3041 -0.418 -0.133 -0.110
N 0.7110 2.1357 -2.3539 0.041 0.010 0.198
C 1.5549 2.6859 -1.3216 0.015 0.063 0.108
H 1.2420 3.7049 -1.1021 0.171 -0.085 0.009
C 1.4668 1.8006 -0.0614 0.080 0.449 0.283
N 1.1142 0.4424 -0.4216 -1.047 -0.116 0.060
S -0.4798 -0.0192 -0.1639 0.601 -0.643 0.931
O -1.0162 -0.6627 -1.3201 0.234 -0.118 -0.229
O -1.2008 1.0445 0.4697 0.197 0.066 0.081
C -0.1838 -1.2811 1.0814 -0.272 0.246 -0.214
C 0.1293 -2.5628 0.6933 -0.002 -0.307 -0.116
C 0.4010 -3.5298 1.6580 -0.339 1.299 0.307
C 0.3613 -3.2265 3.0257 0.038 -0.137 -0.293
C 0.0439 -1.9144 3.3771 0.026 -0.033 -0.209
C -0.2253 -0.9500 2.4246 -0.065 0.083 -0.015
H -0.4837 0.0595 2.7013 -0.033 0.113 0.136
H 0.0077 -1.6530 4.4240 0.011 0.003 0.092
C 0.6485 -4.2247 4.0947 0.000 -0.201 0.217
H 0.7497 -3.7308 5.0573 0.010 0.067 0.044
H 1.5559 -4.7864 3.8819 0.009 -0.013 0.068
H -0.1600 -4.9521 4.1537 0.034 -0.033 0.058
N 0.7357 -4.8483 1.1686 0.151 -0.263 -0.242
O 0.5785 -5.7972 1.9039 -0.101 -0.304 0.202
O 1.1587 -4.9191 0.0353 0.141 -0.129 -0.342
H 0.1413 -2.8272 -0.3527 0.029 -0.080 -0.043
C 1.6821 0.0016 -1.6778 0.074 -0.221 -0.365
H 2.7695 0.0817 -1.5916 -0.078 -0.067 0.053
C 1.1488 0.8489 -2.8528 -0.056 -0.093 -0.312
H 0.2815 0.3711 -3.3118 0.211 0.045 0.018
H 1.9294 0.9907 -3.6089 -0.042 -0.091 0.029
H 1.4149 -1.0445 -1.8153 0.225 -0.020 -0.168
H 2.4203 1.7906 0.4781 -0.080 0.031 -0.020
H 0.6800 2.1595 0.6013 0.221 0.179 -0.003
H 2.5786 2.6997 -1.7098 -0.050 0.069 0.048
H -3.3031 2.0569 -1.7081 -0.063 -0.050 -0.003
H -4.2510 3.4243 -1.0944 -0.122 0.048 0.010
H -2.9151 2.7463 -0.1356 -0.073 0.044 0.086
```
Forces are in eV/Å.

The spin multiplicity is 1. Its strongest force on any atom is 1.38 eV Å⁻¹. The HOMO-LUMO gap comes out at 8.58 eV. The value obtained for the energy above the lowest of the compared OMol25 structures with the same formula, charge and spin is 0.300 eV. The value obtained for the LUMO energy is -0.635 eV. The value obtained for the HOMO energy is -0.3387 Ha.


No. 3
C14H19N9O2PtS as an isolated structure at a distorted geometry, computed with the ωB97M-V functional and the def2-TZVPD basis.

Structure (XYZ):
```
46
Properties=species:S:1:pos:R:3:forces:R:3
Pt 0.1695 0.8676 2.1039 1.697 0.807 -0.657
N 3.2609 2.7998 2.3951 -1.768 -1.139 0.122
C 3.3723 1.4872 2.0955 -0.810 0.626 -0.011
N 4.4958 0.8156 1.8473 1.493 0.543 -0.021
N 4.1336 -0.3904 1.6001 3.473 -0.246 -0.419
N 2.8641 -0.5494 1.6582 -3.492 1.249 0.503
N 2.3262 0.6151 1.9714 -2.371 -1.513 0.856
C 2.0769 3.3881 2.6707 0.404 -1.166 -0.545
N 1.8894 4.6635 3.0143 1.067 0.960 0.250
N 0.6262 4.7924 3.1748 1.150 3.787 0.913
N -0.0236 3.7208 2.9377 -0.592 -3.994 -1.021
N 0.8431 2.7842 2.6171 -1.885 -1.593 -0.679
H 4.1078 3.3614 2.4416 0.378 0.268 0.064
C 0.1834 -0.7463 -4.9440 0.149 0.031 -0.398
C -0.4284 -0.3185 -3.6702 -0.078 0.323 0.684
C -1.6053 -0.8852 -3.1828 -0.067 0.037 0.348
C -2.1525 -0.5166 -1.9644 0.302 0.195 -0.194
C -3.3977 -1.1881 -1.5001 -0.384 -0.105 0.121
C -1.4898 0.4736 -1.1716 -0.122 0.082 0.485
C -2.0425 0.8306 0.1081 -0.734 -1.444 -1.688
O -1.5279 1.5461 0.9821 1.066 0.415 1.904
C -0.2987 1.0723 -1.6657 0.313 -0.219 -0.780
C 0.4514 2.1150 -0.9131 0.261 0.243 0.181
C 0.1918 0.6769 -2.9019 -0.263 0.005 0.446
H -0.3303 -1.5945 -5.3868 0.006 -0.016 -0.036
H 1.2339 -0.9955 -4.7875 0.000 -0.069 -0.035
H 0.1712 0.0856 -5.6538 -0.035 -0.061 -0.037
H -2.0942 -1.6532 -3.7618 -0.092 -0.081 -0.080
H -3.7337 -1.9309 -2.2205 0.057 -0.001 0.026
H -4.2104 -0.4693 -1.3820 -0.042 -0.021 0.049
H -3.2384 -1.6853 -0.5417 -0.127 -0.039 -0.049
H -3.0400 0.4183 0.3298 0.114 0.190 -0.022
H -0.2090 2.8995 -0.5371 0.118 -0.068 0.055
H 1.2183 2.5695 -1.5387 -0.044 -0.032 -0.055
H 0.9577 1.6412 -0.0541 -0.095 0.296 -0.307
H 1.0903 1.1417 -3.2810 0.093 0.061 -0.037
C -1.6786 -3.4801 2.7536 0.266 0.480 -0.098
S -1.0383 -2.4290 1.4174 0.234 -1.058 -0.675
C 0.5072 -3.3087 1.0209 -0.346 0.023 0.164
O -0.6249 -1.1418 2.1144 0.880 1.982 0.947
H -0.9210 -3.6277 3.5181 0.147 0.041 -0.033
H -1.9799 -4.4316 2.3196 0.039 0.000 -0.183
H -2.5431 -2.9835 3.1858 -0.078 0.085 -0.112
H 0.3029 -3.9592 0.1760 -0.085 -0.076 -0.089
H 0.8618 -3.8943 1.8615 -0.044 -0.009 0.198
H 1.2703 -2.5858 0.7456 -0.152 0.221 -0.057
```
Forces are in eV/Å.

The spin multiplicity is 1. Its strongest force on any atom is 4.16 eV Å⁻¹. Its charge is +2. The HOMO-LUMO gap (spin up / spin down) comes out at 3.19 / 3.18 eV. The value obtained for the LUMO energy (spin up / spin down) is -11.800 / -11.809 eV. The value obtained for the HOMO energy (spin up / spin down) is -0.5510 / -0.5510 Ha.


No. 4
One molecule with the formula C14H19NO at a distorted geometry, computed with the ωB97M-V functional and the def2-TZVPD basis.

Structure (XYZ):
```
35
Properties=species:S:1:pos:R:3:forces:R:3
C 0.0646 3.1668 3.5166 -0.372 -0.951 0.255
C -1.1120 2.5756 3.1955 -1.710 -2.078 -2.701
C 1.3083 2.6214 3.2379 -1.582 -1.094 -1.930
C -1.0569 1.4574 2.3396 0.016 -1.484 -0.121
C 1.4275 1.5062 2.4118 -0.358 -0.725 0.175
C 0.1992 0.8982 1.8901 1.415 0.254 0.711
C -1.7527 -0.1763 -0.5740 -0.021 1.085 1.894
C -0.9135 -0.8966 0.5439 0.397 -0.894 -1.225
C -1.3678 -2.0036 -2.2333 -2.928 -1.347 1.132
C -1.4309 -0.5378 -2.0314 1.575 0.188 1.806
C -0.1291 -0.1152 -2.6548 0.774 -0.563 1.107
C 0.3149 -0.2305 1.0080 -2.507 0.932 0.608
C 1.5173 -0.8479 0.5589 2.833 -0.319 0.631
C 1.8846 -1.4181 -3.3953 -0.617 -2.259 -0.462
N 0.7163 -1.2269 -2.5678 -0.732 1.007 0.133
O -0.1167 -2.4098 -2.4769 4.094 -0.412 -1.138
H -0.1475 3.9565 4.1283 0.767 2.573 1.490
H -2.1323 2.9988 3.3425 1.131 -0.217 0.500
H 2.1000 3.2515 3.3739 2.427 1.044 1.053
H -1.9719 0.8437 2.0990 0.909 1.117 0.102
H 2.4498 1.0141 2.2510 -1.711 0.996 -0.021
H -2.7743 -0.5289 -0.3394 0.077 0.479 -0.563
H -1.7166 0.9659 -0.4208 -0.126 -1.694 -0.201
H -1.4237 -1.2156 1.4435 -1.106 0.276 0.053
H -0.5790 -1.8645 0.1165 -0.268 0.410 0.142
H -1.7154 -2.6203 -1.3849 -0.130 0.561 0.119
H -2.0296 -2.2982 -3.0145 -0.467 -0.211 -1.203
H -2.2273 -0.1685 -2.5524 -2.078 1.152 -1.643
H 0.3934 0.7645 -2.2931 -0.170 0.391 -0.314
H 1.5120 -1.3404 -0.4115 -0.540 -0.286 0.276
H 2.0328 -1.4815 1.3399 -0.566 0.239 -0.686
H 2.1826 -0.0313 0.4241 1.370 0.691 -0.227
H 2.7837 -0.8716 -3.1326 -0.174 0.086 0.736
H 2.0078 -2.5291 -3.2906 0.654 1.025 -0.294
H 1.7025 -1.2080 -4.4480 -0.276 0.026 -0.193
```
Forces are in eV/Å.

The spin multiplicity is 1. Its strongest force on any atom is 4.27 eV Å⁻¹. The HOMO-LUMO gap (spin up / spin down) comes out at 7.08 / 6.87 eV. The value obtained for the energy above the lowest of the compared OMol25 structures with the same formula, charge and spin is 7.635 eV. The value obtained for the LUMO energy (spin up / spin down) is 0.484 / -0.067 eV. The value obtained for the HOMO energy (spin up / spin down) is -0.2425 / -0.2548 Ha.


No. 5
C14H20AsCl2N4O3ReS as an isolated structure, computed with the ωB97M-V functional and the def2-TZVPD basis.

Structure (XYZ):
```
46
Properties=species:S:1:pos:R:3:forces:R:3
Re 0.3409 0.3125 -0.0508 -0.131 0.240 -0.534
N 0.2305 4.6123 -6.8483 -0.003 -0.007 0.014
C 0.1509 4.1334 -5.6166 0.006 -0.002 -0.012
C 0.5893 2.8039 -5.3291 -0.006 0.006 0.005
C 0.5155 2.3127 -4.0673 0.028 -0.022 -0.009
C 0.0035 3.1293 -3.0248 0.016 -0.016 0.015
C -0.4328 4.4551 -3.2939 -0.024 0.015 -0.001
C -0.3613 4.9383 -4.5600 -0.007 0.008 0.013
S -0.1003 2.5849 -1.4688 -0.039 -0.034 -0.285
O -0.3030 3.5775 -0.4705 -0.018 -0.032 0.065
O 1.1912 1.6734 -1.1406 -0.009 -0.005 0.274
N -1.1360 1.3290 -1.1109 0.022 -0.181 0.104
C -1.3091 0.2573 -2.0066 -0.053 0.100 0.024
N -0.5986 -0.7764 -1.4820 0.096 -0.040 -0.010
C -0.6501 -1.9886 -2.0782 -0.012 0.023 0.002
C -1.4203 -2.1132 -3.2082 -0.003 -0.013 -0.009
C -2.0769 -0.9753 -3.6915 0.001 0.010 0.000
N -2.0187 0.2236 -3.0932 0.008 -0.021 -0.010
H 0.6027 4.0634 -7.6069 0.002 0.002 -0.002
H -0.0626 5.5521 -7.0661 0.001 0.001 -0.003
H 1.0013 2.1998 -6.1264 0.002 -0.001 0.001
H 0.8860 1.3160 -3.8609 0.001 0.001 0.000
H -0.8101 5.0756 -2.4927 0.000 0.001 -0.001
H -0.6846 5.9490 -4.7710 0.000 -0.001 -0.001
H -0.0889 -2.8003 -1.6349 0.001 0.004 0.009
H -1.5076 -3.0631 -3.7156 -0.003 0.003 -0.003
H -2.6783 -1.0276 -4.5918 -0.001 -0.003 0.001
C -2.5977 2.3726 2.0312 -0.037 0.012 0.019
As -1.0746 1.5664 2.8280 -0.131 -0.076 -0.124
C 0.3366 2.7981 3.1527 0.022 0.023 -0.017
C -1.4606 0.4326 4.3012 0.005 -0.008 0.025
O -0.4356 0.4141 1.6076 0.246 0.233 0.472
H -3.0388 3.0432 2.7718 -0.011 0.001 -0.011
H -3.3132 1.5969 1.7638 -0.008 0.003 0.014
H -2.2858 2.9378 1.1545 0.023 0.002 0.010
H 0.0778 3.3498 4.0590 0.016 0.026 -0.014
H 0.4168 3.4882 2.3132 -0.009 -0.013 -0.010
H 1.2709 2.2624 3.3134 -0.016 -0.024 0.032
H -1.5641 1.0600 5.1884 -0.024 0.003 -0.007
H -0.6340 -0.2624 4.4408 0.001 0.008 0.000
H -2.3905 -0.1009 4.1135 0.012 -0.019 -0.006
Cl 2.5969 -0.4309 0.5900 0.060 -0.159 0.090
C 2.6975 -2.1111 1.3681 -0.015 -0.096 -0.149
Cl 1.1177 -2.6825 1.7984 -0.014 0.020 -0.005
H 3.3353 -1.9644 2.2328 -0.042 0.005 0.029
H 3.1451 -2.7451 0.6111 0.045 0.025 0.008
```
Forces are in eV/Å.

The spin multiplicity is 2. Its strongest force on any atom is 0.60 eV Å⁻¹. Its charge is +3. The HOMO-LUMO gap (spin up / spin down) comes out at 5.90 / 5.75 eV. The value obtained for the energy above the lowest of the compared OMol25 structures with the same formula, charge and spin is 0.083 eV. The value obtained for the LUMO energy (spin up / spin down) is -10.622 / -10.774 eV. The value obtained for the HOMO energy (spin up / spin down) is -0.6071 / -0.6072 Ha.


No. 6
A 3-piece molecular cluster, C14H20ClFN2O3 overall, computed with the ωB97M-V functional and the def2-TZVPD basis.

Structure (XYZ):
```
41
Properties=species:S:1:pos:R:3:forces:R:3
C -0.3989 -2.3473 -0.2937 0.195 -0.001 0.205
O -1.0420 -1.3188 0.4487 0.076 0.018 -0.053
C -2.0244 -0.5838 -0.2281 -0.114 0.106 -0.069
C -1.4248 0.3191 -1.3383 -0.043 0.072 0.041
C -1.0433 1.6428 -0.7399 0.246 -0.046 0.161
O 0.0676 1.8893 -0.3371 -0.144 0.045 -0.063
C -3.1408 -1.4565 -0.8128 -0.047 -0.013 0.028
F -3.5989 -2.3308 0.1477 0.107 0.154 -0.174
O -4.1897 -0.6394 -1.2874 -0.043 -0.149 0.036
C -5.3315 -0.4898 -0.5079 -0.122 -0.093 -0.240
Cl -5.1123 0.6153 0.8930 0.027 0.024 0.075
H -0.8734 -3.3095 -0.0817 -0.039 0.028 -0.178
H -0.3908 -2.1505 -1.3699 -0.066 -0.097 0.062
H 0.6417 -2.3932 0.0379 -0.131 0.013 -0.010
H -2.4997 0.0409 0.5345 0.060 -0.098 -0.035
H -2.1598 0.4767 -2.1333 0.094 -0.011 0.065
H -0.5144 -0.1289 -1.7418 -0.163 -0.038 -0.027
H -1.8427 2.3985 -0.6347 -0.130 -0.049 -0.014
H -2.8049 -2.0536 -1.6686 -0.040 0.052 0.121
H -6.0806 -0.0218 -1.1432 0.145 -0.054 0.044
H -5.6952 -1.4377 -0.1161 0.103 0.123 0.066
N 0.8697 4.7919 -0.1915 -0.091 0.056 0.095
C 0.3110 5.7117 -1.0330 0.011 -0.027 -0.002
C 1.1724 6.7734 -1.1349 -0.010 0.007 -0.003
C 2.2959 6.4812 -0.3162 0.006 0.001 0.010
C 2.0754 5.2530 0.2522 -0.002 -0.011 -0.015
H 0.4580 3.9052 0.0580 0.144 -0.056 -0.111
H -0.6477 5.5357 -1.4909 -0.002 0.013 -0.008
H 1.0153 7.6583 -1.7286 -0.001 0.003 0.000
H 3.1645 7.0995 -0.1635 0.001 0.002 0.001
H 2.6759 4.6697 0.9288 0.011 0.002 -0.002
N 2.5530 -4.4822 2.1477 -0.009 -0.003 -0.024
C 3.3080 -5.5856 1.8571 -0.012 0.013 0.008
C 4.5084 -5.1523 1.3612 0.003 0.001 -0.002
C 4.4756 -3.7309 1.3526 -0.002 -0.012 -0.016
C 3.2561 -3.3485 1.8431 -0.042 0.019 0.008
H 1.6255 -4.5006 2.5287 -0.001 0.003 0.021
H 2.9309 -6.5787 2.0297 0.007 -0.006 -0.004
H 5.3211 -5.7828 1.0421 0.003 -0.001 -0.002
H 5.2578 -3.0671 1.0251 0.002 0.002 0.000
H 2.8319 -2.3721 2.0046 0.016 0.010 0.007
```
Forces are in eV/Å.

The spin multiplicity is 1. Its strongest force on any atom is 0.30 eV Å⁻¹. The HOMO-LUMO gap comes out at 8.44 eV. The value obtained for the energy above the lowest of the compared OMol25 structures with the same formula, charge and spin is 0.000 eV. The value obtained for the LUMO energy is 0.508 eV. The value obtained for the HOMO energy is -0.2916 Ha.